[1]
Computed, not measured: a structure of composition C5H3MnO6 in a non-equilibrium geometry, with ωB97M-V with the def2-TZVPD basis set.

Geometry (Å):
O1 5.133 1.828 -0.318
C1 4.392 1.021 -0.624
Mn1 -0.290 -0.764 -0.453
O2 -1.239 2.050 -0.336
C2 -0.618 1.068 -0.322
C3 -1.932 -0.809 0.371
O3 -2.933 -0.890 0.952
C4 -0.757 -2.747 -0.783
O4 -0.946 -3.876 -0.915
C5 -0.158 -0.459 -2.232
O5 0.119 -0.294 -3.361
H1 0.558 0.711 -0.096
O6 -0.273 0.727 2.871
H2 -1.213 0.958 2.793
H3 0.156 1.476 2.453

2S+1: 6
Charge: +1
<S²>: 8.83
Lowest unoccupied orbital energy (alpha / beta) in eV: -5.38 / -7.78
Energy relative to the best compared isomer or geometry (same formula, charge and spin) in kJ/mol: 0.0

[2]
Computed, not measured: a cluster of 2 separate species, C5H3N in total in a non-equilibrium geometry, with ωB97M-V with the def2-TZVPD basis set.

Geometry (Å):
C1 0.575 -1.008 -1.736
C2 1.280 -1.983 -1.680
C3 2.311 -2.861 -1.879
N1 3.208 -3.533 -2.015
H1 -0.221 -0.437 -1.550
C4 0.286 0.180 1.428
C5 -0.465 0.846 0.733
H2 0.778 -0.314 2.119
H3 -1.031 1.426 0.020

Charge: 0
Lowest unoccupied orbital energy in eV: 0.32
Energy relative to the best compared isomer or geometry (same formula, charge and spin) in kJ/mol: 244.4

[3]
Computed, not measured: an isolated molecule of C5H3N in a non-equilibrium geometry, with ωB97M-V with the def2-TZVPD basis set.

Geometry (Å):
C1 -0.583 2.042 -0.275
C2 -0.035 0.909 -0.818
C3 0.202 -0.569 -0.953
C4 0.427 -1.273 0.198
C5 -0.106 -0.691 1.478
N1 -0.800 -0.424 2.389
H1 -0.445 3.132 -0.190
H2 0.471 -0.897 -1.875
H3 0.869 -2.229 0.046

Charge: 0
Lowest unoccupied orbital energy in eV: -0.82
Energy relative to the best compared isomer or geometry (same formula, charge and spin) in kJ/mol: 197.6

[4]
Computed, not measured: an isolated molecule of C5H3N in a non-equilibrium geometry, with ωB97M-V with the def2-TZVPD basis set.

Geometry (Å):
C1 -2.075 -1.130 -0.017
C2 -1.307 -0.173 -0.133
C3 -0.357 0.898 -0.165
C4 0.965 0.767 0.018
C5 1.784 -0.393 -0.110
N1 2.483 -1.291 -0.072
H1 -2.575 -2.080 0.168
H2 -0.743 1.876 0.016
H3 1.825 1.527 0.295

Charge: 0
Lowest unoccupied orbital energy in eV: -0.49
Energy relative to the best compared isomer or geometry (same formula, charge and spin) in kJ/mol: 65.8

[5]
Computed, not measured: a structure of composition C5H3N in a non-equilibrium geometry, with ωB97M-V with the def2-TZVPD basis set.

Geometry (Å):
C1 -1.497 -0.350 -0.272
C2 -0.496 -0.722 -1.030
C3 0.448 0.477 0.189
C4 -0.847 0.255 0.922
C5 0.840 -0.367 -1.031
N1 0.951 1.093 -0.816
H1 -1.218 1.180 1.477
H2 -0.851 -0.430 1.675
H3 2.671 -1.137 -1.113

Charge: 0
Lowest unoccupied orbital energy (alpha / beta) in eV: -1.16 / -1.14
Energy relative to the best compared isomer or geometry (same formula, charge and spin) in kJ/mol: 896.4

[6]
Computed, not measured: an isolated molecule of C5H3N in a non-equilibrium geometry, with ωB97M-V with the def2-TZVPD basis set.

Geometry (Å):
C1 -0.533 0.416 0.035
C2 -1.757 0.400 -0.137
C3 -2.603 -0.925 0.044
C4 1.757 -0.436 -0.061
C5 0.863 0.485 0.107
N1 -3.098 0.212 0.066
H1 2.811 -0.226 -0.047
H2 1.573 -1.499 -0.339
H3 0.986 1.574 0.331

Charge: 0
Lowest unoccupied orbital energy in eV: 0.16
Energy relative to the best compared isomer or geometry (same formula, charge and spin) in kJ/mol: 308.7

[7]
Computed, not measured: an isolated molecule of C5H3NO in a non-equilibrium geometry, with ωB97M-V with the def2-TZVPD basis set.

Geometry (Å):
N1 -0.654 -1.597 -1.130
C1 -1.583 -1.497 -1.864
C2 -0.177 -0.476 -0.436
C3 0.889 0.267 -0.791
O1 1.245 1.059 0.245
C4 0.339 0.867 1.227
C5 -0.617 -0.014 0.847
H1 1.509 0.273 -1.672
H2 0.527 1.404 2.143
H3 -1.485 -0.329 1.413

Charge: 0
Lowest unoccupied orbital energy in eV: 0.58
Energy relative to the best compared isomer or geometry (same formula, charge and spin) in kJ/mol: 173.6

[8]
Computed, not measured: an isolated molecule of C5H3NO in a non-equilibrium geometry, with ωB97M-V with the def2-TZVPD basis set.

Geometry (Å):
N1 2.470 1.269 -0.061
C1 1.448 0.709 0.059
C2 0.206 0.151 0.090
C3 -0.834 0.907 -0.754
O1 -0.759 1.893 -1.472
C4 -0.344 -0.807 1.242
C5 0.150 -1.341 0.160
H1 -1.581 0.169 -0.821
H2 -1.077 -0.814 2.058
H3 0.322 -2.136 -0.500

Charge: 0
Lowest unoccupied orbital energy in eV: -0.38
Energy relative to the best compared isomer or geometry (same formula, charge and spin) in kJ/mol: 301.5

[9]
Computed, not measured: an isolated molecule of C5H3NO in a non-equilibrium geometry, with ωB97M-V with the def2-TZVPD basis set.

Geometry (Å):
C1 2.615 -0.047 0.329
C2 1.445 0.259 0.248
C3 0.024 0.386 0.093
C4 -0.739 -1.113 -0.341
N1 -1.980 -0.909 -0.459
O1 -2.382 0.321 -0.245
C5 -0.971 1.251 0.152
H1 3.653 -0.278 0.410
H2 -0.299 -2.138 -0.506
H3 -1.366 2.266 0.319

Charge: 0
Lowest unoccupied orbital energy in eV: 0.57
Energy relative to the best compared isomer or geometry (same formula, charge and spin) in kJ/mol: 458.6

[10]
Computed, not measured: an isolated molecule of C5H3NO in a non-equilibrium geometry, with ωB97M-V with the def2-TZVPD basis set.

Geometry (Å):
O1 1.875 -0.314 0.397
C1 0.517 -0.471 0.394
C2 -0.064 0.754 -0.209
C3 -1.514 0.747 -0.046
C4 -2.704 0.660 0.085
C5 2.317 -1.552 0.292
N1 2.683 -2.625 0.069
H1 0.188 0.598 -1.277
H2 0.429 1.688 0.089
H3 -3.761 0.577 0.202

Charge: 0
Lowest unoccupied orbital energy in eV: -0.73
Energy relative to the best compared isomer or geometry (same formula, charge and spin) in kJ/mol: 518.1

[11]
Computed, not measured: an isolated molecule of C5H3NO in a non-equilibrium geometry, with ωB97M-V with the def2-TZVPD basis set.

Geometry (Å):
N1 1.984 -0.155 0.166
C1 3.025 -0.376 -0.327
C2 0.632 0.025 -0.042
C3 0.011 1.226 0.002
O1 -1.321 1.027 0.070
C4 -1.536 -0.312 0.063
C5 -0.371 -0.995 -0.013
H1 0.367 2.246 0.005
H2 -2.569 -0.621 0.116
H3 -0.222 -2.065 -0.040

Charge: 0
Lowest unoccupied orbital energy in eV: 0.81
Energy relative to the best compared isomer or geometry (same formula, charge and spin) in kJ/mol: 123.8

[12]
Computed, not measured: an isolated molecule of C5H3NO in a non-equilibrium geometry, with ωB97M-V with the def2-TZVPD basis set.

Geometry (Å):
N1 -0.792 -2.100 2.176
C1 -0.355 -1.387 1.357
C2 -0.042 -0.202 0.452
C3 0.914 -1.113 0.264
O1 1.041 0.621 -1.716
C4 0.020 1.186 -1.350
C5 -0.690 0.831 -0.125
H1 1.919 -1.135 0.679
H2 -0.413 2.002 -1.955
H3 -1.602 1.298 0.217

Charge: 0
Lowest unoccupied orbital energy (alpha / beta) in eV: -1.59 / -1.58
Energy relative to the best compared isomer or geometry (same formula, charge and spin) in kJ/mol: 443.4